1.
ORCA calculation (ωB97M-V with the def2-TZVPD basis set) on a molecular structure, C41H42P2SeW in a non-equilibrium geometry.

```
! wB97M-V def2-TZVPD RIJCOSX def2/J DEFGRID3
* xyz 2 3
W 0.120 0.332 0.405
C 3.542 0.916 0.669
C 2.619 0.875 -0.375
C 2.949 -0.045 -1.531
C 2.176 -1.348 -1.405
C 1.458 -1.543 -0.070
C 2.227 -1.930 1.084
C 3.678 -1.708 1.249
C 4.373 -0.254 1.087
C -0.919 1.679 1.623
H 3.710 1.860 1.193
H 2.228 1.833 -0.743
H 4.032 -0.326 -1.597
H 2.797 0.469 -2.518
H 1.448 -1.406 -2.227
H 2.898 -2.182 -1.498
H 0.567 -2.191 -0.144
H 1.609 -2.416 1.859
H 4.241 -2.360 0.580
H 3.936 -2.074 2.249
H 4.938 -0.044 2.012
H 5.083 -0.383 0.261
H -0.670 1.737 2.688
H -1.812 1.026 1.386
H -0.789 2.610 1.061
P -1.010 1.331 -1.266
P -1.795 -1.344 0.324
C -0.764 -0.291 -2.005
C -1.310 -1.421 -1.398
C -2.799 1.630 -1.981
C -3.185 1.140 -3.252
C -4.492 1.324 -3.756
C -5.439 2.049 -3.020
C -5.043 2.575 -1.793
C -3.755 2.376 -1.286
C -0.275 2.615 -2.407
C 0.985 2.343 -2.954
C 1.804 3.369 -3.431
C 1.268 4.646 -3.587
C -0.062 4.893 -3.204
C -0.802 3.886 -2.592
C -3.626 -2.107 0.086
C -4.676 -1.275 -0.381
C -5.993 -1.738 -0.535
C -6.348 -3.068 -0.302
C -5.320 -3.920 0.071
C -4.002 -3.445 0.247
C -1.246 -2.980 1.004
C -1.132 -3.027 2.407
C -0.454 -4.085 3.011
C 0.126 -5.081 2.214
C -0.010 -5.073 0.815
C -0.740 -4.038 0.219
H -0.423 -0.226 -3.040
H -1.633 -2.307 -1.941
H -2.496 0.557 -3.843
H -4.776 0.849 -4.687
H -6.461 2.156 -3.371
H -5.771 3.109 -1.176
H -3.488 2.759 -0.297
H 1.355 1.325 -2.973
H 2.850 3.229 -3.694
H 1.903 5.447 -4.003
H -0.429 5.906 -3.381
H -1.823 4.151 -2.239
H -4.432 -0.234 -0.615
H -6.782 -1.041 -0.833
H -7.386 -3.419 -0.405
H -5.523 -4.982 0.245
H -3.260 -4.196 0.546
H -1.504 -2.183 2.995
H -0.338 -4.101 4.109
H 0.702 -5.865 2.682
H 0.489 -5.835 0.199
H -0.791 -3.990 -0.874
Se 1.723 0.282 2.395
C 3.310 1.392 3.659
C 4.326 0.761 4.389
C 5.552 1.422 4.714
C 5.777 2.763 4.414
C 4.707 3.433 3.837
C 3.483 2.776 3.537
H 4.209 -0.296 4.646
H 6.350 0.862 5.186
H 6.740 3.253 4.623
H 4.823 4.480 3.566
H 2.672 3.351 3.084
*
```

## Properties
E_HOMO (alpha / beta) ... -13.07 / -13.16 eV
Lowest unoccupied orbital energy (alpha / beta) ... -6.814 / -7.666 eV
E ... -4737.8232 Eh

2.
ORCA calculation (ωB97M-V with the def2-TZVPD basis set) on 40 unconnected molecules or ions with the total composition H80O40 in a non-equilibrium geometry.

```
! wB97M-V def2-TZVPD RIJCOSX def2/J DEFGRID3
* xyz 0 1
H -4.842 -2.974 1.723
H -5.090 -3.008 3.248
O -4.431 -3.168 2.569
H -0.533 0.071 -4.069
H -0.980 -1.447 -3.988
O -0.861 -0.686 -4.562
H -2.026 -0.491 1.248
H -1.230 -1.133 2.527
O -1.397 -0.373 1.964
H 3.411 1.387 -1.104
H 3.331 2.292 0.097
O 3.505 2.317 -0.851
H -1.917 -3.460 2.327
H -0.617 -3.896 3.288
O -1.239 -3.265 2.979
H -2.398 -0.692 -0.737
O -3.288 -0.326 -0.818
H 2.834 -4.247 2.554
O 3.497 -4.205 3.222
H 0.200 -3.343 -4.620
H -0.999 -4.128 -4.195
O -0.725 -3.507 -4.875
H -3.525 4.464 -1.932
H -4.570 3.348 -1.681
O -3.644 3.509 -1.896
H -0.467 -4.410 -1.856
H 0.612 -3.926 -2.770
O -0.124 -3.583 -2.221
H 1.975 3.593 -1.190
H 1.305 3.010 0.079
O 1.156 3.340 -0.806
H -0.286 2.630 3.583
O -0.481 2.305 2.696
H 6.054 -0.576 1.497
H 6.316 -1.897 1.766
O 5.735 -1.427 1.146
H 0.004 -5.361 0.970
H 0.665 -5.721 2.350
O -0.143 -5.424 1.920
H -5.651 1.356 -1.028
H -5.969 1.015 0.386
O -5.375 1.571 -0.132
H -0.753 3.983 -1.935
H -0.905 5.143 -0.844
O -1.324 4.628 -1.533
H 0.639 -2.221 2.011
H 1.933 -1.269 2.164
O 1.578 -2.132 1.950
H 0.655 0.015 1.124
H 1.889 -0.600 0.295
O 1.512 0.182 0.708
H 5.075 2.719 -1.974
O 5.156 3.015 -2.885
H -2.513 -0.112 -4.999
H -3.425 0.942 -5.744
O -3.425 0.105 -5.275
H -0.753 1.002 5.225
O -0.263 0.966 6.062
H 1.757 1.628 3.097
H 0.704 1.065 4.144
O 1.555 0.933 3.735
H 3.128 0.620 1.491
H 3.195 0.800 2.929
O 3.737 1.004 2.147
H 2.567 -5.120 -2.615
H 2.384 -3.963 -3.731
O 2.074 -4.799 -3.364
H 2.112 -4.474 0.481
H 1.513 -3.351 -0.650
O 1.635 -4.191 -0.279
H -3.400 1.953 5.093
H -2.923 3.052 4.118
O -3.297 2.168 4.161
H 4.551 2.912 1.748
H 5.544 2.020 2.269
O 5.499 2.890 1.863
H -2.285 -2.533 -4.645
H -3.778 -2.880 -4.132
O -2.992 -2.350 -4.004
H 5.202 -1.103 -1.911
H 5.876 0.098 -1.795
O 5.014 -0.175 -2.145
H -4.594 2.396 1.774
H -4.496 3.915 1.305
O -4.284 3.286 1.983
H -3.608 0.053 3.164
H -4.961 0.310 3.762
O -4.546 0.048 2.933
H 1.953 -2.673 -5.959
O 1.574 -2.217 -5.199
H 0.183 0.652 -1.995
H 1.201 0.704 -2.949
O 0.640 -0.013 -2.594
H 4.332 2.863 -3.330
H -3.379 -0.108 -1.752
H 0.056 0.051 6.029
H 3.406 -3.594 3.934
H -1.466 2.336 2.724
H 0.883 -1.673 -5.615
O -1.886 -2.492 -0.001
H -1.014 -2.320 0.353
H -1.664 -3.022 -0.781
O -0.927 1.231 -0.706
H -1.811 1.381 -1.051
H -0.576 2.105 -0.495
O -1.910 5.654 1.604
H -2.680 5.704 1.050
H -2.244 5.147 2.344
O 3.492 0.420 -4.092
H 4.035 -0.149 -3.514
H 2.889 -0.113 -4.612
O -4.879 2.358 -3.880
H -4.427 3.196 -3.709
H -4.105 1.820 -3.655
O 2.084 4.546 2.747
H 1.392 4.720 2.094
H 2.212 5.411 3.134
O 2.336 -1.710 4.751
H 2.807 -0.914 4.967
H 1.742 -1.411 4.071
*
```

## Properties
E_HOMO ... -10.22 eV
Lowest unoccupied orbital energy ... -0.392 eV
Energy relative to the best compared isomer or geometry (same formula, charge and spin) ... 181.2 kcal per mole
E ... -3057.4686 Eh

3.
ORCA calculation (ωB97M-V with the def2-TZVPD basis set) on a molecular structure, C18H19Cl2N3OSnTe in a non-equilibrium geometry.

```
! wB97M-V def2-TZVPD RIJCOSX def2/J DEFGRID3
* xyz 2 1
Sn -1.837 0.742 0.708
Cl -1.345 -4.296 0.844
C -2.857 -3.525 0.989
C -4.027 -4.275 1.124
C -5.256 -3.659 1.262
Cl -6.664 -4.609 1.437
C -5.348 -2.232 1.257
C -6.550 -1.516 1.384
C -6.526 -0.141 1.357
C -5.304 0.514 1.198
N -4.158 -0.129 1.074
C -4.156 -1.479 1.107
C -2.877 -2.118 0.994
O -1.782 -1.428 0.922
H -3.967 -5.353 1.130
H -7.484 -2.043 1.502
H -7.433 0.434 1.449
H -5.260 1.595 1.172
C 7.263 2.093 -0.896
C 5.840 1.822 -0.614
C 4.844 2.046 -1.577
C 3.518 1.778 -1.338
C 2.524 2.034 -2.422
C 3.127 1.271 -0.063
Te 1.082 0.942 0.347
C 4.127 1.022 0.925
C 3.840 0.464 2.275
C 5.443 1.312 0.626
H 7.419 2.470 -1.904
H 7.856 1.185 -0.756
H 7.658 2.816 -0.178
H 5.139 2.438 -2.538
H 3.025 2.369 -3.326
H 1.821 2.809 -2.117
H 1.965 1.127 -2.652
H 2.794 0.189 2.405
H 4.111 1.191 3.041
H 4.456 -0.419 2.447
H 6.198 1.132 1.374
N -1.103 0.328 -2.393
N -2.408 0.382 -1.793
H -1.157 0.399 -3.412
H -0.689 -0.572 -2.167
H -3.020 -0.373 -2.122
H -2.841 1.261 -2.081
*
```

## Properties
E_HOMO (alpha / beta) ... -12.75 / -12.69 eV
Lowest unoccupied orbital energy (alpha / beta) ... -9.573 / -9.203 eV
Energy relative to the best compared isomer or geometry (same formula, charge and spin) ... 45.4 kcal per mole
E ... -2338.9030 Eh

4.
ORCA calculation (ωB97M-V with the def2-TZVPD basis set) on a molecular structure, C19H25N7O9P2W.

```
! wB97M-V def2-TZVPD RIJCOSX def2/J DEFGRID3
* xyz 2 3
W -0.024 -0.644 0.183
N -1.360 -1.123 2.029
N -0.843 -0.393 3.118
C 0.554 -0.310 3.096
O 1.220 -0.055 4.048
O 1.004 -0.493 1.853
H -2.282 -0.782 1.767
H -1.454 -2.093 2.310
H -1.259 -0.560 4.025
N -3.516 1.252 -2.958
C -2.828 0.055 -2.311
C -3.407 -1.205 -2.951
P -3.110 0.070 -0.480
O -3.965 1.428 -0.400
O -3.808 -1.060 0.143
O -1.725 0.452 0.112
P -0.968 0.427 -2.792
O -1.262 -1.820 -0.831
O -0.992 1.882 -3.122
O 0.109 0.007 -1.746
H -4.295 1.578 -2.381
H -3.847 1.009 -3.892
H -2.805 2.007 -3.059
H -4.497 -1.156 -2.943
H -3.117 -2.084 -2.384
H -3.057 -1.316 -3.980
H -4.583 1.453 0.345
H -1.034 -2.740 -0.974
C 4.261 -0.340 -1.025
C 4.840 -1.479 -0.499
C 4.015 -2.428 0.080
C 2.652 -2.218 0.132
N 2.092 -1.093 -0.357
C 2.893 -0.188 -0.925
C 1.716 -3.208 0.689
C 2.104 -4.493 1.040
C 1.155 -5.411 1.444
C -0.178 -5.028 1.440
C -0.491 -3.737 1.079
N 0.437 -2.818 0.754
H 4.853 0.429 -1.500
H 5.910 -1.632 -0.542
H 4.441 -3.329 0.495
H 2.417 0.685 -1.325
H 3.141 -4.783 0.973
H 1.442 -6.416 1.722
H -0.968 -5.718 1.699
H -1.524 -3.426 1.005
N 1.704 6.607 0.336
C 0.670 5.909 0.855
O -0.273 6.397 1.435
C 0.695 4.412 0.646
C 1.094 3.798 -0.527
C 0.958 2.428 -0.655
N 0.487 1.639 0.319
C 0.089 2.252 1.452
C 0.170 3.608 1.648
H 1.720 7.603 0.487
H 2.538 6.164 -0.003
H 1.460 4.366 -1.372
H 1.182 1.971 -1.602
H -0.352 1.638 2.218
H -0.197 4.050 2.564
*
```

## Properties
E_HOMO (alpha / beta) ... -14.04 / -14.45 eV
Lowest unoccupied orbital energy (alpha / beta) ... -6.365 / -7.141 eV
Energy relative to the best compared isomer or geometry (same formula, charge and spin) ... 83.3 kcal per mole
E ... -2549.0526 Eh

5.
ORCA calculation (ωB97M-V with the def2-TZVPD basis set) on 2 unconnected molecules or ions with the total composition C8H21N3P in a non-equilibrium geometry.

```
! wB97M-V def2-TZVPD RIJCOSX def2/J DEFGRID3
* xyz 1 1
C 0.473 2.218 -0.686
C -0.114 0.540 -1.877
C -0.768 1.359 -0.673
C -2.324 3.079 0.216
C -0.323 -3.297 0.263
C 1.035 -2.435 2.283
C -2.056 2.117 -0.883
C 0.907 -2.542 0.795
N 2.349 -0.648 0.256
N 1.225 -1.466 -0.031
N 1.196 1.291 -1.540
P -0.822 0.158 0.913
H 0.162 3.207 -1.162
H 0.720 2.419 0.289
H -0.058 -0.568 -1.742
H -0.256 0.807 -2.875
H -1.979 4.163 0.178
H -1.908 2.788 1.289
H -3.333 3.152 0.411
H -1.138 -2.704 0.618
H -0.428 -3.178 -0.849
H -0.361 -4.358 0.657
H 0.331 -3.078 2.803
H 0.679 -1.439 2.563
H 2.069 -2.453 2.753
H -1.838 2.704 -1.827
H -2.934 1.385 -1.056
H 1.689 -3.362 0.680
H 3.119 -0.914 -0.223
H 2.581 -0.517 1.262
H 1.886 1.780 -2.108
H 1.695 0.561 -0.850
H -1.475 -0.768 0.153
*
```

## Properties
E_HOMO (alpha / beta) ... -12.39 / -11.92 eV
Lowest unoccupied orbital energy (alpha / beta) ... -4.304 / -4.007 eV
Energy relative to the best compared isomer or geometry (same formula, charge and spin) ... 108.1 kcal per mole
E ... -822.5719 Eh

6.
ORCA calculation (ωB97M-V with the def2-TZVPD basis set) on a molecular structure, C5H11F6N6O7RhS in a non-equilibrium geometry.

```
! wB97M-V def2-TZVPD RIJCOSX def2/J DEFGRID3
* xyz 0 1
Rh 0.775 0.741 -0.948
N 0.470 -0.889 2.339
N 1.462 -0.051 2.912
C 2.383 0.548 2.176
N 3.255 1.349 2.793
N 2.345 0.262 0.853
N 3.517 0.477 0.138
O 3.339 0.324 -1.056
O 4.597 0.738 0.645
H -0.095 -0.253 1.762
H -0.112 -1.180 3.114
H 1.324 0.254 3.859
H 3.160 1.565 3.769
H 4.026 1.721 2.268
O 0.008 1.795 -4.504
S 0.359 1.307 -3.225
O 0.913 -0.079 -3.123
O -0.752 1.231 -2.164
O 1.350 2.168 -2.430
N 0.241 -1.160 -0.623
H 0.836 -1.645 0.041
H 0.375 -1.496 -1.576
H -0.734 -1.262 -0.364
C -2.221 2.679 0.142
C -0.900 2.456 0.863
O -0.325 1.202 0.565
C -1.205 2.414 2.377
F -1.890 1.286 2.669
F -0.078 2.398 3.128
F -1.950 3.439 2.794
C 0.074 3.654 0.589
F 1.362 3.289 0.704
F -0.119 4.666 1.453
F -0.109 4.140 -0.638
H -2.933 1.924 0.475
H -2.067 2.572 -0.922
H -2.626 3.670 0.348
*
```

## Properties
E_HOMO ... -9.51 eV
Lowest unoccupied orbital energy ... -0.744 eV
Energy relative to the best compared isomer or geometry (same formula, charge and spin) ... 74.3 kcal per mole
E ... -2160.1633 Eh

7.
ORCA calculation (ωB97M-V with the def2-TZVPD basis set) on a single C2H4OS2 molecule in a non-equilibrium geometry.

```
! wB97M-V def2-TZVPD RIJCOSX def2/J DEFGRID3
* xyz 0 1
C -1.504 -0.063 -0.407
C -0.327 -0.631 -0.091
S 1.190 0.390 0.414
O 0.971 1.710 -0.154
S 2.533 -0.941 -0.002
H -2.424 -0.397 -0.829
H -1.498 1.083 -0.348
H -0.166 -1.778 -0.359
H 1.226 0.627 1.776
*
```

## Properties
E_HOMO ... -9.44 eV
Lowest unoccupied orbital energy ... 0.047 eV
Energy relative to the best compared isomer or geometry (same formula, charge and spin) ... 68.5 kcal per mole
E ... -950.0996 Eh

8.
ORCA calculation (ωB97M-V with the def2-TZVPD basis set) on a gas-phase ion, C4H9N2S (charge +1) in a non-equilibrium geometry.

```
! wB97M-V def2-TZVPD RIJCOSX def2/J DEFGRID3
* xyz 1 1
C 1.363 1.148 -0.201
C -0.958 -1.436 0.926
C -0.753 -1.413 -0.630
C -0.996 -0.252 -1.430
N 1.198 0.233 0.860
N 1.647 2.305 0.299
S 0.838 -1.380 0.551
H -1.375 -0.519 1.295
H -1.378 -2.296 1.375
H -0.833 -2.514 -0.977
H -0.581 0.691 -1.040
H -2.181 -0.207 -1.577
H -0.572 -0.456 -2.513
H 1.261 0.553 1.869
H 1.533 3.221 -0.128
H 1.786 2.322 1.323
*
```

## Properties
E_HOMO ... -13.19 eV
Lowest unoccupied orbital energy ... -4.000 eV
Energy relative to the best compared isomer or geometry (same formula, charge and spin) ... 101.3 kcal per mole
E ... -665.1308 Eh